Entry a
{"formula": "C11H16N3", "method": "the ωB97M-V functional and the def2-TZVPD basis", "elements": ["C", "C", "C", "C", "C", "C", "C", "C", "C", "C", "C", "N", "N", "N", "H", "H", "H", "H", "H", "H", "H", "H", "H", "H", "H", "H", "H", "H", "H", "H"], "coordinates": [[3.31, 1.78, 0.22], [3.70, 0.52, 0.47], [1.92, 1.88, -0.16], [2.94, -0.65, 0.32], [1.06, 0.79, -0.16], [1.61, -0.52, -0.01], [-2.82, 0.21, -0.87], [-1.25, 0.43, -1.23], [-3.16, 0.88, 0.46], [-0.44, 1.10, -0.10], [-0.95, 0.64, 1.25], [0.72, -1.53, -0.09], [1.12, -2.84, 0.28], [-2.23, 0.59, 1.43], [4.17, 2.58, 0.32], [4.79, 0.43, 0.68], [1.44, 2.92, -0.25], [3.43, -1.59, 0.55], [-3.43, 0.68, -1.60], [-3.04, -0.90, -0.91], [-0.83, -0.54, -1.40], [-1.19, 0.88, -2.30], [-3.16, 2.00, 0.20], [-4.14, 0.65, 0.81], [-0.41, 2.24, -0.21], [-0.24, 0.61, 2.10], [1.63, -3.42, -0.43], [0.26, -3.39, 0.44], [-2.54, 0.24, 2.34], [1.98, -2.67, 0.97]], "charge": 1, "spin_multiplicity": 1, "gap_ev": 6.437}

Entry b
{"formula": "C11H16N3", "method": "the ωB97M-V functional and the def2-TZVPD basis", "elements": ["C", "C", "C", "C", "C", "C", "C", "C", "C", "C", "C", "N", "N", "N", "H", "H", "H", "H", "H", "H", "H", "H", "H", "H", "H", "H", "H", "H", "H", "H"], "coordinates": [[-4.30, 0.36, -0.85], [-4.46, 0.38, 0.56], [-2.95, -0.01, -1.02], [2.06, -2.54, -0.82], [0.70, -2.27, -0.86], [2.99, -1.59, -0.29], [0.27, -1.07, -0.28], [2.58, -0.41, 0.21], [3.41, 0.71, 0.65], [0.63, 2.20, -0.05], [0.51, 1.04, 0.87], [-3.35, -0.09, 1.06], [-2.46, -0.37, 0.12], [1.08, -0.22, 0.30], [-4.97, 0.77, -1.73], [-5.30, 0.66, 1.14], [-2.45, -0.40, -1.97], [2.49, -3.44, -1.28], [0.01, -3.14, -1.18], [4.07, -1.61, -0.56], [-0.84, -1.06, -0.20], [4.59, 0.59, 0.52], [3.17, 0.93, 1.70], [3.36, 1.50, -0.12], [1.45, 2.85, 0.15], [0.54, 1.95, -1.20], [-0.20, 2.79, 0.09], [-0.55, 0.80, 1.18], [1.03, 1.10, 1.89], [-3.13, -0.40, 1.98]], "charge": 1, "spin_multiplicity": 1, "gap_ev": 8.542}

Question: which arrangement is favored energetically? Ranking from most to least stable: entry b, entry a.

Entry a
{"formula": "C10H17N3O6", "method": "the ωB97M-V functional and the def2-TZVPD basis", "elements": ["N", "C", "O", "C", "C", "C", "N", "C", "O", "N", "C", "C", "C", "C", "O", "O", "C", "O", "O", "H", "H", "H", "H", "H", "H", "H", "H", "H", "H", "H", "H", "H", "H", "H", "H", "H"], "coordinates": [[-2.82, 3.12, 3.66], [-2.77, 1.96, 2.83], [-2.82, 0.92, 3.39], [-2.58, 2.24, 1.35], [-2.97, 1.08, 0.50], [-1.90, -0.04, 0.12], [-0.98, -0.34, 1.23], [-1.04, 0.17, -0.98], [-1.40, -0.25, -2.05], [0.37, 0.60, -0.90], [1.18, -0.73, -0.56], [1.88, -1.24, -1.81], [2.84, -2.48, -1.62], [3.74, -2.67, -2.68], [4.91, -2.35, -2.66], [3.07, -3.01, -3.84], [2.10, -0.35, 0.60], [2.55, -1.32, 1.24], [2.07, 0.86, 1.10], [-2.29, 3.85, 3.08], [-2.46, 3.34, 4.69], [-3.32, 2.97, 1.19], [-1.60, 2.69, 1.17], [-3.38, 1.33, -0.46], [-3.89, 0.47, 0.94], [-2.49, -0.89, -0.13], [-1.39, -0.39, 2.14], [-0.25, 0.35, 1.30], [0.69, 1.06, -1.70], [0.69, -1.68, -0.08], [1.00, -1.56, -2.57], [2.38, -0.39, -2.20], [2.21, -3.35, -1.58], [3.46, -2.35, -0.58], [3.68, -3.10, -4.60], [1.53, 1.48, 0.46]], "smiles": "NC(=O)CC[C@H](N)C(=O)N[C@@H](CCC(=O)O)C(=O)O", "charge": 0, "spin_multiplicity": 1, "gap_ev": 9.686}

Entry b
{"formula": "C10H17N3O6", "method": "the ωB97M-V functional and the def2-TZVPD basis", "elements": ["C", "C", "C", "C", "C", "C", "C", "C", "C", "C", "H", "H", "H", "H", "H", "H", "H", "H", "H", "H", "H", "H", "H", "H", "H", "H", "H", "N", "N", "N", "O", "O", "O", "O", "O", "O"], "coordinates": [[-1.56, -0.82, 0.32], [-0.37, -0.81, -0.65], [-2.47, 0.30, -0.13], [-4.00, -0.03, 0.12], [-4.96, 1.12, -0.03], [2.13, -0.63, -0.38], [3.27, -1.70, -0.02], [2.58, 0.95, 0.16], [3.62, 1.44, -0.84], [4.90, 1.97, -0.13], [-1.50, -2.15, 2.08], [-1.82, -0.23, 2.39], [-1.81, -1.88, 0.02], [-2.30, 0.62, -1.37], [-2.10, 1.34, 0.47], [-4.37, -0.40, 1.21], [-4.31, -0.87, -0.49], [-7.06, 1.26, -0.84], [-6.24, -0.22, -0.47], [0.48, -0.83, 1.04], [2.19, -0.50, -1.46], [3.05, 0.59, 1.10], [1.63, 1.36, 0.30], [3.79, 0.61, -1.45], [3.02, 2.24, -1.27], [5.65, 0.13, 0.75], [1.90, -2.91, -0.78], [-1.19, -0.96, 1.71], [-6.25, 0.72, -0.08], [0.80, -1.18, 0.01], [-0.46, -0.75, -1.89], [-4.45, 2.25, 0.02], [4.35, -1.37, 0.18], [5.24, 3.11, -0.03], [5.76, 1.22, 0.74], [2.88, -2.99, -0.30]], "charge": 0, "spin_multiplicity": 1, "gap_ev": 9.591}

Question: which arrangement is favored energetically? Ranking from most to least stable: entry a, entry b.

Entry a
{"formula": "NO6S", "method": "the ωB97M-V functional and the def2-TZVPD basis", "elements": ["N", "O", "O", "O", "O", "O", "O", "S"], "coordinates": [[-0.05, -0.89, 0.84], [0.44, -0.79, 1.92], [1.22, 1.51, -1.14], [-1.13, -1.32, 0.61], [-0.81, 0.38, -1.81], [0.78, -0.75, -0.20], [-0.54, 1.12, 0.51], [0.08, 0.74, -0.74]], "charge": -1, "spin_multiplicity": 1, "gap_ev": 10.040}

Entry b
{"formula": "NO6S", "method": "the ωB97M-V functional and the def2-TZVPD basis", "elements": ["N", "O", "O", "O", "O", "O", "O", "S"], "coordinates": [[-1.54, -0.05, 0.03], [-1.40, 1.14, 0.24], [1.59, 0.64, 1.27], [-2.60, -0.55, -0.09], [1.61, 0.84, -1.15], [2.35, -1.23, -0.30], [-0.52, -0.74, 0.00], [1.55, 0.00, 0.00]], "charge": -1, "spin_multiplicity": 1, "gap_ev": 9.279}

Question: which arrangement is favored energetically? Ranking from most to least stable: entry a, entry b.

Entry a
{"formula": "C7H6N4", "method": "the ωB97M-V functional and the def2-TZVPD basis", "elements": ["C", "C", "N", "N", "C", "N", "C", "C", "C", "C", "N", "H", "H", "H", "H", "H", "H"], "coordinates": [[3.29, 0.22, 0.09], [1.81, 0.02, -0.15], [1.54, -1.30, -0.06], [0.31, -1.82, -0.03], [-0.63, -0.97, -0.03], [-1.86, -1.53, -0.07], [-2.81, -0.72, 0.05], [-2.72, 0.71, 0.13], [-1.53, 1.34, -0.03], [-0.38, 0.42, -0.04], [0.89, 0.92, -0.19], [3.50, 1.41, 0.09], [3.90, -0.60, -0.51], [3.35, -0.33, 1.21], [-3.80, -1.27, -0.29], [-3.68, 1.18, 0.12], [-1.18, 2.32, -0.30]], "smiles": "Cc1nnc2ncccc2n1", "charge": 0, "spin_multiplicity": 1, "gap_ev": 8.443}

Entry b
{"formula": "C7H6N4", "method": "the ωB97M-V functional and the def2-TZVPD basis", "elements": ["C", "C", "C", "C", "C", "C", "C", "N", "N", "N", "N", "H", "H", "H", "H", "H", "H"], "coordinates": [[-2.46, -0.17, -1.51], [0.89, 0.35, 2.38], [0.70, -0.35, 1.20], [0.50, 0.74, 0.12], [-0.15, -0.02, -2.23], [0.86, -1.67, 0.84], [-1.50, -0.31, -2.47], [-3.41, -0.18, -0.87], [0.58, 1.93, 0.78], [0.25, 0.64, -1.13], [0.92, 1.67, 2.02], [1.03, -0.10, 3.31], [0.63, -0.06, -2.87], [1.03, -2.00, -0.21], [0.73, -2.43, 1.55], [-1.66, -0.53, -3.48], [1.06, 2.49, 2.59]], "charge": 0, "spin_multiplicity": 1, "gap_ev": [6.551, 7.108]}

Question: which arrangement is favored energetically? Ranking from most to least stable: entry a, entry b.

Entry a
{"formula": "C17H17N3O4S", "method": "the ωB97M-V functional and the def2-TZVPD basis", "elements": ["C", "C", "C", "C", "C", "C", "N", "C", "O", "C", "S", "C", "C", "C", "C", "C", "N", "O", "C", "C", "N", "O", "O", "C", "C", "H", "H", "H", "H", "H", "H", "H", "H", "H", "H", "H", "H", "H", "H", "H", "H", "H"], "coordinates": [[-4.62, -0.50, 2.56], [-3.94, 0.16, 1.39], [-4.25, 1.48, 1.10], [-3.65, 2.14, 0.04], [-2.74, 1.47, -0.76], [-2.43, 0.15, -0.48], [-1.52, -0.56, -1.28], [-0.69, -0.12, -2.26], [-0.61, 1.02, -2.67], [0.17, -1.24, -2.82], [1.08, -2.14, -1.50], [2.21, -0.95, -0.92], [2.35, 0.33, -1.47], [3.27, 1.23, -0.96], [4.10, 0.89, 0.11], [5.14, 1.81, 0.66], [4.84, 3.13, 0.57], [6.17, 1.41, 1.15], [4.00, -0.38, 0.65], [3.06, -1.28, 0.15], [2.96, -2.56, 0.76], [2.13, -3.33, 0.28], [3.66, -2.83, 1.70], [-3.02, -0.52, 0.60], [-2.64, -1.96, 0.88], [-3.89, -0.81, 3.31], [-5.17, -1.38, 2.24], [-5.31, 0.19, 3.03], [-4.96, 2.01, 1.72], [-3.90, 3.17, -0.17], [-2.28, 1.97, -1.59], [-1.42, -1.54, -1.04], [-0.45, -2.01, -3.26], [0.86, -0.86, -3.57], [1.73, 0.65, -2.29], [3.35, 2.19, -1.43], [3.93, 3.46, 0.30], [5.48, 3.79, 0.97], [4.65, -0.68, 1.46], [-1.56, -2.06, 1.01], [-2.96, -2.61, 0.06], [-3.12, -2.31, 1.78]], "smiles": "Cc1cccc(NC(=O)CSc2ccc(C(N)=O)cc2[N+](=O)[O-])c1C", "charge": 0, "spin_multiplicity": 1, "gap_ev": 7.687}

Entry b
{"formula": "C17H17N3O4S", "method": "the ωB97M-V functional and the def2-TZVPD basis", "elements": ["C", "S", "C", "C", "C", "C", "N", "C", "O", "N", "C", "C", "C", "C", "C", "O", "N", "C", "C", "O", "O", "C", "C", "C", "C", "H", "H", "H", "H", "H", "H", "H", "H", "H", "H", "H", "H", "H", "H", "H", "H", "H"], "coordinates": [[3.12, 2.75, -2.23], [1.31, 2.60, -2.28], [1.03, 0.87, -2.45], [-0.30, 0.47, -2.62], [-0.62, -0.87, -2.71], [0.37, -1.84, -2.62], [0.07, -3.21, -2.64], [-1.02, -3.87, -2.14], [-1.32, -4.97, -2.53], [-1.78, -3.22, -1.19], [-1.44, -2.19, -0.32], [-2.42, -1.29, 0.10], [-2.09, -0.23, 0.90], [-0.77, -0.04, 1.33], [-0.49, 1.17, 2.14], [-1.25, 2.14, 2.16], [0.65, 1.16, 2.88], [1.11, 2.34, 3.59], [0.29, 2.63, 4.87], [0.80, 2.64, 5.96], [-0.98, 2.89, 4.66], [0.20, -0.97, 0.96], [-0.13, -2.04, 0.15], [1.70, -1.44, -2.51], [2.03, -0.10, -2.43], [3.51, 2.25, -1.35], [3.55, 2.34, -3.14], [3.32, 3.81, -2.17], [-1.07, 1.22, -2.67], [-1.65, -1.16, -2.86], [0.68, -3.80, -3.19], [-2.70, -3.62, -1.08], [-3.44, -1.43, -0.23], [-2.83, 0.49, 1.20], [1.17, 0.31, 2.99], [2.15, 2.21, 3.86], [1.00, 3.21, 2.93], [-1.23, 2.79, 3.70], [1.23, -0.85, 1.27], [0.62, -2.76, -0.11], [2.48, -2.18, -2.48], [3.07, 0.18, -2.33]], "smiles": "CSc1ccc(NC(=O)Nc2ccc(C(=O)NCC(=O)O)cc2)cc1", "charge": 0, "spin_multiplicity": 1, "gap_ev": 8.225}

Question: which arrangement is favored energetically? Ranking from most to least stable: entry b, entry a.

Entry a
{"formula": "C5H10ClN", "method": "the ωB97M-V functional and the def2-TZVPD basis", "elements": ["C", "C", "C", "C", "Cl", "N", "C", "H", "H", "H", "H", "H", "H", "H", "H", "H", "H"], "coordinates": [[-1.79, -0.26, 0.79], [-0.57, 0.76, 0.83], [0.85, 0.17, 0.69], [1.14, -1.22, 0.28], [0.77, -2.47, 1.40], [0.38, 1.16, -0.22], [0.32, 1.03, -1.66], [-2.02, -0.44, 1.97], [-1.35, -1.19, 0.24], [-2.63, 0.09, -0.08], [-0.73, 1.62, 1.49], [1.68, 0.63, 1.38], [0.62, -1.33, -0.63], [2.25, -1.36, -0.07], [-0.21, 1.82, -2.21], [1.40, 0.99, -2.06], [-0.11, 0.00, -2.15]], "smiles": "C[C@H]1[C@@H](CCl)N1C", "charge": 0, "spin_multiplicity": 1, "gap_ev": 9.645}

Entry b
{"formula": "C5H10ClN", "method": "the ωB97M-V functional and the def2-TZVPD basis", "elements": ["C", "C", "C", "C", "C", "H", "H", "H", "H", "H", "H", "H", "H", "H", "H", "N", "Cl"], "coordinates": [[-0.13, 1.82, -0.25], [0.06, 0.72, 0.82], [-0.33, -0.81, 0.77], [-1.47, -1.04, -0.24], [1.73, -0.78, -0.50], [-0.67, 2.83, 0.22], [-0.96, 1.59, -1.04], [1.17, 1.90, -0.54], [0.33, 1.01, 1.82], [-0.67, -1.21, 1.86], [-1.41, -0.70, -1.29], [-1.60, -2.17, -0.48], [2.54, 0.29, -0.37], [2.38, -2.00, -0.13], [0.94, -0.87, -1.49], [1.06, -0.46, 0.70], [-2.96, -0.11, 0.13]], "charge": 0, "spin_multiplicity": 1, "gap_ev": 9.549}

Question: which arrangement is favored energetically? Ranking from most to least stable: entry a, entry b.

Entry a
{"formula": "C5H12N2O", "method": "the ωB97M-V functional and the def2-TZVPD basis", "elements": ["C", "N", "C", "C", "C", "N", "C", "O", "H", "H", "H", "H", "H", "H", "H", "H", "H", "H", "H", "H"], "coordinates": [[1.96, 1.43, 0.39], [1.28, 0.27, 0.26], [1.86, -0.88, -0.38], [0.20, 0.06, 1.27], [-1.08, 0.45, 0.58], [-1.10, -0.66, -0.49], [-2.28, -0.33, -1.25], [1.68, 2.42, 1.07], [2.96, 1.54, -0.23], [2.15, -1.61, 0.43], [2.77, -0.52, -0.97], [1.11, -1.46, -0.97], [0.25, 0.73, 2.23], [0.33, -0.98, 1.46], [-0.94, 1.48, 0.18], [-2.18, 0.29, 1.07], [-1.23, -1.53, 0.07], [-2.23, 0.65, -1.62], [-3.24, -0.50, -0.84], [-2.24, -0.85, -2.24]], "s_squared": 0.750, "charge": -1, "spin_multiplicity": 2, "gap_ev": [2.796, 9.608]}

Entry b
{"formula": "C5H12N2O", "method": "the ωB97M-V functional and the def2-TZVPD basis", "elements": ["O", "C", "C", "C", "C", "C", "N", "N", "H", "H", "H", "H", "H", "H", "H", "H", "H", "H", "H", "H"], "coordinates": [[-1.08, -2.76, 2.43], [-1.21, -1.48, 2.25], [-0.20, -0.74, 1.38], [-0.83, -0.21, 0.05], [0.10, -0.35, -1.19], [1.02, 0.84, -1.48], [0.51, 1.82, -2.43], [0.40, 0.43, 2.12], [-1.91, -0.83, 2.81], [0.48, -1.57, 1.15], [-1.09, 0.84, 0.23], [-1.72, -0.77, -0.22], [-0.47, -0.57, -2.10], [0.72, -1.24, -1.02], [1.98, 0.47, -1.87], [1.30, 1.31, -0.53], [-0.34, 2.28, -2.12], [0.30, 1.31, -3.28], [1.32, 0.12, 2.42], [0.70, 1.11, 1.41]], "s_squared": 0.754, "charge": -1, "spin_multiplicity": 2, "gap_ev": [3.274, 6.694]}

Question: which arrangement is favored energetically? Ranking from most to least stable: entry b, entry a.

Entry a
{"formula": "C3H8N2", "method": "the ωB97M-V functional and the def2-TZVPD basis", "elements": ["C", "C", "N", "C", "N", "H", "H", "H", "H", "H", "H", "H", "H"], "coordinates": [[-1.65, -0.76, 0.95], [-0.43, -0.54, 0.06], [2.14, 0.55, -0.92], [0.97, 1.20, -0.61], [0.01, 0.91, 0.18], [-2.55, -1.02, 0.37], [-1.41, -1.32, 1.85], [-1.86, 0.23, 1.39], [0.44, -1.12, 0.40], [-0.61, -0.80, -0.98], [2.77, 0.57, -0.13], [1.29, 0.03, -1.30], [0.89, 2.07, -1.28]], "charge": 0, "spin_multiplicity": 1, "gap_ev": 9.278}

Entry b
{"formula": "C3H8N2", "method": "the ωB97M-V functional and the def2-TZVPD basis", "elements": ["C", "C", "C", "N", "N", "H", "H", "H", "H", "H", "H", "H", "H"], "coordinates": [[-1.88, 0.69, -0.88], [1.17, -0.58, -0.10], [0.26, 0.16, 0.95], [-2.37, -0.19, -1.73], [-0.55, 1.33, 0.54], [-2.16, 1.70, -1.14], [-0.12, 1.87, -0.15], [2.09, 0.07, -0.28], [1.47, -1.48, 0.27], [0.48, -0.70, -0.95], [-0.37, -0.58, 1.54], [0.95, 0.48, 1.83], [-1.84, -1.08, -1.69]], "charge": 0, "spin_multiplicity": 1, "gap_ev": 9.679}

Entry c
{"formula": "C3H8N2", "method": "the ωB97M-V functional and the def2-TZVPD basis", "elements": ["C", "C", "N", "C", "N", "H", "H", "H", "H", "H", "H", "H", "H"], "coordinates": [[-0.18, -0.34, -1.95], [0.15, 0.39, -0.71], [-0.81, 0.02, 0.35], [-0.60, -0.15, 1.61], [0.65, -0.11, 2.13], [-1.11, 0.04, -2.46], [0.41, -0.24, -2.86], [-0.33, -1.42, -1.54], [1.25, 0.26, -0.47], [-0.08, 1.53, -0.81], [-1.38, -0.16, 2.43], [1.24, -0.33, 1.34], [0.78, 0.51, 2.95]], "smiles": "CC/N=C\\N", "charge": 0, "spin_multiplicity": 1, "gap_ev": 9.917}

Question: which arrangement is favored energetically? Ranking from most to least stable: entry c, entry b, entry a.